ORCA calculation (ωB97M-V/def2-TZVPD) on an isolated molecule of C5H6N2O2.

Last columns: bonded neighbours and bond lengths (Å).
Cartesian coordinates (Å):
1 O -2.28714 -0.32018 1.46133  C2 1.205
2 C -1.17796 -0.18969 1.00882  O1 1.205, N3 1.361, C8 1.541
3 N -0.19086 -1.09394 1.25162  C2 1.361, N4 1.354, H10 1.018
4 N 1.06761 -1.27074 0.78454  N3 1.354, C5 1.274
5 C 1.42014 -0.84682 -0.36416  N4 1.274, C6 1.466, H11 1.078
6 C 0.62312 -0.27392 -1.45311  C5 1.466, C7 1.321, H12 1.081
7 C -0.41136 0.51354 -1.21777  C6 1.321, C8 1.478, H13 1.079
8 C -0.79585 1.01002 0.12055  C2 1.541, C7 1.478, O9 1.413, H14 1.074
9 O 0.18844 1.73562 0.82842  C8 1.413, H15 0.978
10 H -0.32996 -1.67512 2.07566  N3 1.018
11 H 2.42334 -1.16011 -0.60462  C5 1.078
12 H 0.96889 -0.45128 -2.46147  C6 1.081
13 H -0.92095 0.96469 -2.05466  C7 1.079
14 H -1.65781 1.64503 0.03545  C8 1.074
15 H 1.08034 1.41290 0.58941  O9 0.978

Total charge   0
Molecular weight   126.1 g/mol
HOMO-LUMO gap   9.535 eV
Energy above the lowest of the compared OMol25 structures with the same formula, charge and spin   179.99 kJ/mol
SMILES   O=C1NN=CC=C[C@@H]1O

Calculated atomic charges, method Löwdin, unit e: atom 1 (O): 0.09, atom 2 (C): -0.42, atom 3 (N): 0.07, atom 4 (N): 0.06, atom 5 (C): -0.16, atom 6 (C): -0.05, atom 7 (C): -0.03, atom 8 (C): -0.30, atom 9 (O): 0.00, atom 10 (H): 0.16, atom 11 (H): 0.10, atom 12 (H): 0.11, atom 13 (H): 0.11, atom 14 (H): 0.15, atom 15 (H): 0.10